{"formula": "C24H18Cl2CrIN7O2Se2", "method": "the ωB97M-V functional and the def2-TZVPD basis", "gap_ev": [6.51, 6.27], "e_tot_ha": -8524.45119, "spin_multiplicity": 4, "total_charge": 1, "de_lowest_ev": 0.000, "symbols": ["Cr", "Cl", "C", "C", "C", "Cl", "C", "O", "C", "C", "O", "C", "H", "H", "H", "N", "C", "N", "C", "N", "C", "C", "N", "C", "C", "N", "H", "H", "H", "H", "H", "Se", "Se", "C", "C", "C", "C", "C", "N", "C", "C", "C", "C", "C", "N", "H", "H", "H", "H", "H", "H", "H", "H", "I", "C", "H", "H"], "positions_angstrom": [[-0.105, 0.097, -0.151], [-1.476, -3.835, 5.864], [-1.067, -2.693, 4.633], [-0.877, -1.346, 4.990], [-0.549, -0.411, 4.047], [-0.337, 1.243, 4.497], [-0.389, -0.755, 2.677], [-0.072, 0.151, 1.820], [-0.602, -2.120, 2.344], [-0.457, -2.576, 1.010], [-0.207, -1.885, -0.001], [-0.931, -3.078, 3.334], [-0.993, -1.046, 6.023], [-0.566, -3.653, 0.839], [-1.076, -4.113, 3.050], [0.378, 4.245, -0.617], [-0.500, 3.247, -0.547], [0.159, 2.137, -0.276], [1.464, 2.532, -0.214], [1.638, 3.810, -0.416], [2.482, 1.525, 0.066], [3.831, 1.796, 0.237], [4.698, 0.830, 0.509], [4.217, -0.402, 0.626], [2.869, -0.687, 0.457], [2.008, 0.279, 0.161], [0.206, 5.220, -0.806], [-1.562, 3.345, -0.698], [4.203, 2.808, 0.147], [4.919, -1.192, 0.858], [2.485, -1.695, 0.544], [-2.859, -0.644, -2.607], [-1.878, 1.365, -3.200], [-0.044, 0.811, -3.052], [0.857, 1.302, -3.932], [2.246, 0.929, -3.717], [2.524, -0.148, -2.973], [1.365, -0.972, -2.461], [0.254, -0.088, -2.072], [-3.227, -0.172, -0.784], [-4.550, -0.277, -0.373], [-4.921, 0.202, 0.869], [-3.960, 0.824, 1.649], [-2.660, 0.857, 1.191], [-2.267, 0.320, 0.017], [0.558, 1.930, -4.758], [3.034, 1.520, -4.166], [3.542, -0.462, -2.777], [1.662, -1.542, -1.582], [-5.280, -0.691, -1.053], [-5.949, 0.131, 1.201], [-4.198, 1.270, 2.604], [-1.882, 1.307, 1.790], [2.347, -3.496, -3.814], [0.865, -1.999, -3.476], [-0.014, -2.511, -3.093], [0.647, -1.546, -4.440]], "forces_ev_per_a": [[-0.007, -0.021, 0.075], [-0.001, -0.003, 0.001], [0.003, -0.004, -0.006], [-0.001, 0.000, 0.003], [-0.007, -0.005, 0.005], [0.001, -0.003, -0.009], [0.004, 0.023, 0.012], [0.006, -0.006, -0.003], [-0.003, -0.039, -0.017], [-0.012, 0.014, -0.002], [0.014, -0.017, -0.009], [0.002, 0.025, 0.015], [0.000, -0.002, 0.000], [0.001, -0.002, 0.007], [-0.001, -0.002, -0.003], [0.029, 0.002, -0.054], [-0.007, -0.020, 0.059], [-0.016, 0.069, -0.044], [0.032, -0.026, 0.005], [-0.030, 0.006, 0.038], [0.014, 0.017, -0.006], [-0.013, -0.009, 0.005], [0.004, 0.016, -0.003], [-0.009, -0.028, 0.006], [0.018, 0.020, -0.007], [-0.048, 0.007, -0.043], [0.002, 0.000, -0.010], [-0.003, 0.000, 0.005], [0.005, -0.001, 0.000], [0.000, 0.000, -0.002], [0.000, -0.001, 0.003], [0.033, 0.029, -0.012], [-0.045, -0.005, 0.011], [-0.021, 0.030, -0.018], [0.004, -0.036, 0.039], [0.005, -0.007, -0.014], [-0.020, 0.017, -0.020], [0.003, -0.009, 0.015], [0.054, -0.040, 0.007], [-0.027, -0.023, -0.014], [0.006, 0.001, 0.011], [-0.016, -0.006, -0.003], [0.021, 0.001, -0.001], [-0.003, -0.005, 0.002], [0.001, 0.040, -0.025], [0.008, 0.003, -0.004], [0.000, 0.001, 0.002], [0.002, -0.003, 0.010], [0.014, -0.004, -0.005], [0.001, -0.001, -0.001], [0.000, 0.000, -0.002], [0.000, 0.002, 0.000], [0.000, 0.000, 0.008], [0.003, -0.004, 0.000], [-0.001, 0.004, -0.012], [-0.004, 0.004, 0.003], [0.007, 0.001, 0.001]]}